{
  "formula": "C40H88BrCl2IO18P5",
  "method": "the ωB97M-V functional and the def2-TZVPD basis",
  "elements": ["I", "Br", "Cl", "Cl", "P", "P", "P", "P", "P", "O", "O", "O", "O", "O", "O", "O", "O", "O", "O", "O", "O", "O", "O", "O", "O", "O", "O", "C", "C", "C", "C", "C", "C", "C", "C", "C", "C", "C", "C", "C", "C", "C", "C", "C", "C", "C", "C", "C", "C", "C", "C", "C", "C", "C", "C", "C", "C", "C", "C", "C", "C", "C", "C", "C", "C", "C", "C", "H", "H", "H", "H", "H", "H", "H", "H", "H", "H", "H", "H", "H", "H", "H", "H", "H", "H", "H", "H", "H", "H", "H", "H", "H", "H", "H", "H", "H", "H", "H", "H", "H", "H", "H", "H", "H", "H", "H", "H", "H", "H", "H", "H", "H", "H", "H", "H", "H", "H", "H", "H", "H", "H", "H", "H", "H", "H", "H", "H", "H", "H", "H", "H", "H", "H", "H", "H", "H", "H", "H", "H", "H", "H", "H", "H", "H", "H", "H", "H", "H", "H", "H", "H", "H", "H", "H", "H"],
  "coordinates": [[0.5554, 2.3411, -2.8673], [3.0512, 3.6880, -6.7672], [-3.1208, 3.6334, -6.2426], [-1.1113, 1.5566, -7.1549], [-0.1638, 4.0068, 10.2940], [-4.6612, -0.5750, 3.2395], [3.2262, 3.2571, 3.7834], [0.5009, -7.7733, -7.3130], [-0.5652, 0.4564, -4.2437], [1.6681, -8.8971, -7.4787], [-0.2538, -8.2745, -8.6749], [-5.2818, 0.7437, 2.5177], [-0.3512, 2.8214, 11.1578], [4.1985, 2.7893, 2.5817], [-3.6430, -0.9631, 2.0531], [-1.1504, -0.8245, -5.2600], [1.3521, -6.5464, -7.9188], [2.6841, 4.5910, 3.0102], [4.2644, 4.2065, 4.6428], [-3.6519, 0.3289, 4.1537], [3.1623, 2.0880, 4.7006], [-0.6096, -7.2007, -6.5232], [-4.8626, -1.7791, 4.0752], [0.8713, 4.9231, 11.1686], [-0.7910, 5.3158, 9.5583], [0.8149, 3.5813, 9.0863], [0.9278, 0.4575, -5.1020], [-0.7229, -0.5400, -1.5319], [-2.3399, 2.5818, -5.0583], [0.6131, -11.1139, -7.5357], [1.2639, -0.7483, -5.7309], [-0.4293, -2.3047, -7.1675], [0.0492, -0.7177, -2.8500], [-1.4433, 1.6683, -5.4403], [-1.6571, -8.5356, -8.6871], [3.2628, 1.7434, -6.4740], [2.2629, 1.0264, -7.3718], [0.2042, -0.6095, -0.2894], [1.4988, 5.2571, 3.5099], [0.9973, 4.7530, 12.5798], [2.2554, 3.9799, 12.9118], [-2.4047, -7.3937, -9.3413], [0.3544, 2.6306, 8.1154], [3.3786, -0.8511, -4.2747], [-6.4952, 1.3266, 3.0495], [2.0627, -0.4562, -7.0461], [-1.1214, -1.5515, -8.2393], [-1.6705, 6.8344, 11.2770], [-4.9011, -1.2272, -0.0259], [-2.2723, -0.6181, 5.8836], [-4.0512, -1.8922, 1.0415], [-1.9870, 5.9197, 10.1089], [1.8142, 6.1690, 4.6819], [-2.8354, 2.8533, -3.6792], [-0.5306, 3.2813, 7.0681], [-0.5162, -0.9027, -9.3170], [2.2438, -1.6510, -4.9284], [2.0866, -5.6993, -7.0252], [3.6881, 1.7987, 1.6707], [5.6605, 3.3127, 6.4023], [2.7622, 2.4060, 0.6338], [-3.5361, 0.1491, 5.5632], [1.5216, -10.1588, -6.7843], [3.4149, -6.3194, -6.6302], [-0.0991, -1.5131, -5.8749], [-6.2147, 2.2189, 4.2442], [4.3959, 4.0696, 6.0558], [2.3452, 3.8304, 13.9893], [-0.1718, 1.8113, 8.6131], [-2.0787, -7.2725, -10.3752], [4.0129, -5.6092, -6.0579], [-1.7975, 0.4003, -3.5225], [3.0643, -0.8855, -6.9590], [-5.0903, -1.9169, -0.8491], [0.1162, 4.2661, 12.9987], [-2.4050, 2.2400, -2.9011], [4.2983, 1.5293, -6.7167], [-5.9538, 1.6285, 5.1238], [2.0319, 5.5932, 5.5832], [-0.8365, 7.4920, 11.0361], [-0.0725, -1.7659, -3.1463], [-0.0383, 4.1533, 6.6355], [3.8431, -1.4945, -3.5231], [-1.0576, -3.1697, -6.9256], [-2.2597, -1.5872, 5.3858], [-1.4677, 3.6277, 7.5093], [3.0326, 1.6119, -5.4243], [0.7415, 4.5189, 3.7841], [-0.1457, 0.1108, -9.2487], [0.5094, -2.6672, -7.5855], [0.0388, -2.3529, -5.1724], [-2.2233, -1.4825, -8.1414], [1.0534, 5.7537, 13.0163], [2.5217, -10.5823, -6.7035], [2.6870, 6.7839, 4.4672], [3.9734, -6.6221, -7.5157], [0.8766, -11.1451, -8.5919], [-4.4010, -0.3409, -0.4148], [-4.4143, -0.3464, 5.9791], [4.4464, 5.0803, 6.4698], [-2.2085, -6.4525, -8.8286], [-1.3373, 0.3598, -1.5012], [0.1847, 0.3544, 0.2185], [5.7541, 3.1888, 7.4830], [-5.3799, 2.8870, 4.0374], [-2.5867, 3.8913, -3.4373], [-2.4413, 6.4912, 9.3009], [1.7404, -2.1572, -4.1044], [1.2432, 2.2139, 7.6432], [2.6381, -2.4451, -5.5666], [-0.7635, 2.5747, 6.2702], [-5.8631, -0.9067, 0.3804], [2.4822, 1.6675, -0.1173], [-0.3283, -1.4226, -10.2518], [1.6125, -0.9171, -7.9251], [-2.1730, -0.7784, 6.9592], [1.1025, 5.8395, 2.6797], [2.9554, -0.0105, -3.7267], [-1.4109, -1.3863, -1.4559], [3.1731, 1.0120, 2.2297], [3.2664, -7.2123, -6.0194], [-3.4876, 1.1475, 6.0075], [1.2332, -0.8406, -0.5583], [-2.0321, -8.7237, -7.6807], [6.5351, 3.8526, 6.0362], [4.5528, 1.3473, 1.1861], [2.2613, -4.7628, -7.5535], [2.2582, 3.0073, 12.4207], [2.6721, 1.0677, -8.3877], [-1.3919, 6.2607, 12.1620], [1.3530, 1.6119, -7.3960], [-1.3990, -0.0658, 5.5326], [1.8469, 2.7812, 1.0975], [-1.8042, -9.4521, -9.2649], [-4.5843, -2.7315, 1.4979], [-6.9334, 1.9116, 2.2425], [1.1535, -9.9881, -5.7701], [3.5197, 3.5866, 6.4896], [-2.6973, 5.1437, 10.4031], [0.6879, -12.1182, -7.1166], [-0.1421, -1.3832, 0.3967], [-2.5418, 7.4381, 11.5335], [-7.0967, 2.8112, 4.4912], [-7.2068, 0.5395, 3.3097], [0.9630, 6.8159, 4.8992], [5.6685, 2.3290, 5.9335], [4.1447, -0.5400, -4.9818], [-3.1378, -2.2832, 0.5958], [1.1189, -0.5975, -2.6885], [-3.4800, -7.5804, -9.3346], [-0.4297, -10.8018, -7.4660], [1.4841, -5.4731, -6.1409], [3.1347, 4.5219, 12.5610], [3.2419, 3.2488, 0.1371], [-3.9264, 2.8091, -3.6493]],
  "atomic_forces_ev_per_a": [[0.1, 0.8, 0.4], [0.2, -0.2, 0.0], [0.0, -0.1, 0.2], [-0.1, -0.3, 0.3], [6.0, 1.4, 0.3], [6.0, 1.4, 0.5], [7.0, 1.6, 0.4], [-1.0, 1.8, -5.8], [-0.7, -1.9, -0.1], [-0.5, 0.2, 2.7], [0.2, -0.3, 0.4], [-2.1, -1.8, 0.4], [-2.9, 0.3, -0.7], [-0.9, 0.1, 0.1], [-0.8, 0.1, 0.2], [0.4, 0.6, -0.8], [0.1, -0.6, 0.5], [-2.6, -1.8, 0.4], [-0.5, 0.2, 0.1], [-0.6, 0.2, -0.1], [-3.5, 0.0, -0.6], [1.3, -1.5, 2.3], [-2.9, 0.3, -0.8], [-0.6, 0.1, -0.1], [-2.1, -1.8, 0.5], [-0.8, 0.2, 0.2], [-0.1, -0.1, 0.1], [0.6, -0.9, 0.2], [0.1, -0.5, -0.2], [-0.2, 0.1, 0.0], [0.3, -0.4, -1.2], [-0.6, 0.0, -0.9], [0.1, 0.1, -0.1], [0.3, 1.0, 0.0], [-0.2, 0.2, -0.2], [-0.6, 0.4, -0.1], [0.6, 0.1, -0.5], [-0.5, 0.3, -0.2], [0.0, 0.4, 0.1], [0.3, -0.1, 0.1], [0.1, -0.1, -0.1], [0.0, 0.1, -0.1], [-0.1, -0.2, -0.3], [-0.2, -0.7, 0.1], [-0.1, 0.3, 0.1], [-0.2, 0.7, 0.1], [0.4, 1.1, -0.2], [0.1, -0.2, 0.2], [-0.1, 0.1, 0.1], [0.2, 0.0, 0.0], [-0.1, -0.1, -0.3], [-0.1, 0.3, 0.1], [0.1, -0.2, 0.2], [-0.2, 0.9, 0.1], [-0.1, 0.1, 0.1], [0.3, -0.3, -0.4], [-0.2, 0.5, 1.0], [0.3, 0.2, 0.2], [-0.2, -0.2, -0.4], [0.1, -0.1, 0.0], [0.0, 0.1, 0.1], [0.3, -0.1, 0.1], [0.0, -0.3, -0.1], [-0.1, -0.2, 0.0], [0.1, -1.6, 1.9], [0.1, -0.2, 0.2], [0.3, -0.1, 0.0], [0.0, 0.0, 0.0], [0.1, 0.0, 0.1], [0.0, 0.0, 0.0], [0.0, 0.0, 0.0], [-0.1, 0.6, -0.1], [0.0, -0.1, 0.0], [0.0, 0.0, 0.0], [0.0, -0.1, -0.1], [0.0, -0.2, -0.1], [0.1, -0.1, 0.1], [0.0, 0.0, 0.0], [0.0, 0.0, 0.0], [0.0, 0.0, -0.1], [-0.2, 0.1, -0.3], [0.1, 0.0, 0.0], [0.2, 0.0, -0.1], [-0.1, 0.1, 0.4], [-0.1, 0.0, 0.0], [0.0, 0.0, -0.1], [0.1, 0.0, 0.1], [0.0, 0.0, -0.1], [0.0, 0.0, 0.1], [0.1, 0.1, 0.1], [0.3, -0.3, -0.4], [0.0, -0.4, 0.5], [0.0, 0.0, -0.1], [0.1, 0.2, -0.1], [0.0, 0.0, -0.1], [0.0, 0.1, 0.0], [0.1, 0.0, 0.0], [0.1, 0.0, 0.0], [0.0, -0.1, -0.1], [0.0, 0.0, -0.1], [0.0, -0.1, 0.1], [0.1, 0.2, -0.1], [0.2, -0.1, 0.2], [0.0, 0.0, 0.0], [0.0, 0.0, -0.1], [0.1, 0.0, 0.1], [0.1, -0.1, -0.1], [-0.2, 0.0, -0.1], [0.1, 0.1, 0.1], [-0.1, 0.1, -0.2], [0.0, 0.0, 0.0], [0.0, 0.0, 0.0], [0.0, 0.0, 0.0], [-0.1, -0.1, 0.0], [-0.2, 0.0, 0.1], [0.0, 0.0, 0.0], [0.1, -0.1, -0.1], [0.1, 0.2, -0.2], [-0.2, 0.1, 0.0], [0.1, 0.0, 0.1], [0.0, 0.0, 0.0], [0.0, 0.0, -0.1], [0.0, 0.0, 0.0], [0.1, 0.1, 0.1], [0.0, 0.0, 0.0], [0.1, 0.1, 0.1], [-0.1, -0.1, -0.1], [-0.1, 0.0, 0.0], [-0.1, 0.0, -0.1], [0.0, 0.0, 0.0], [-0.2, -0.3, 0.2], [0.0, 0.0, 0.0], [0.0, -0.1, -0.1], [0.1, 0.0, 0.0], [0.1, 0.0, 0.1], [0.1, -0.1, -0.1], [0.0, 0.0, 0.0], [0.0, -0.1, -0.1], [0.0, 0.0, 0.0], [0.1, 0.0, 0.0], [0.1, 0.1, 0.2], [0.0, 0.0, -0.1], [0.0, 0.0, -0.1], [0.0, 0.0, 0.0], [0.0, 0.0, -0.1], [-0.1, 0.0, 0.0], [0.0, 0.2, 0.0], [0.1, 0.1, 0.1], [0.0, 0.2, 0.1], [0.0, 0.0, 0.0], [0.0, 0.0, 0.0], [-0.1, 0.0, -0.1], [0.0, 0.0, 0.0], [0.0, 0.0, 0.0], [0.0, -0.2, -0.1]],
  "gap_ev": 4.670,
  "e_homo_ha": -0.126,
  "total_charge": -1,
  "max_force_ha_per_bohr": 0.14077,
  "lumo_energy_ev": 1.25,
  "e_tot_ha": -8430.17382,
  "multiplicity": 1
}